Entry 1:
This record from the OMol25 dataset describes a structure of composition C40H49ClN6O3S3SiTa in a non-equilibrium geometry. The level of theory is ωB97M-V/def2-TZVPD.

Geometry as ORCA input:
```
! RIJCOSX wB97M-V def2-TZVPD def2/J DEFGRID3
* xyz 1 1
Ta -0.219 0.146 0.035
C -1.014 3.380 3.274
C -0.253 2.434 2.395
N -0.835 1.854 1.379
N -2.180 2.273 1.252
C -2.986 1.295 1.063
S -2.474 -0.362 0.892
S -4.714 1.685 1.077
C -5.169 0.780 2.602
C -4.400 1.241 3.805
C -3.375 0.458 4.327
C -2.649 0.890 5.428
C -2.939 2.111 6.017
C -3.962 2.897 5.503
C -4.687 2.463 4.405
C 1.153 2.192 2.723
C 1.866 3.008 3.619
C 3.190 2.751 3.905
C 3.840 1.664 3.324
C 3.178 0.839 2.437
C 1.846 1.119 2.140
O 1.179 0.339 1.289
H -2.045 3.063 3.394
H -0.550 3.447 4.250
H -1.028 4.373 2.817
H -6.234 0.994 2.699
H -5.060 -0.292 2.442
H -3.157 -0.504 3.882
H -1.866 0.263 5.835
H -2.383 2.444 6.883
H -4.202 3.844 5.966
H -5.483 3.081 4.009
H 1.392 3.867 4.066
H 3.726 3.402 4.580
H 4.877 1.468 3.561
H 3.663 -0.009 1.977
S 0.031 -2.275 0.633
C -0.705 -2.562 -0.922
C -1.230 -3.743 -1.431
C -1.743 -3.714 -2.715
C -1.732 -2.529 -3.450
C -1.212 -1.395 -2.861
N -0.703 -1.421 -1.631
H -1.235 -4.642 -0.834
H -2.158 -4.614 -3.148
H -2.124 -2.488 -4.454
H -1.190 -0.443 -3.370
C 4.117 4.764 -5.231
C 3.454 3.594 -4.487
C 2.266 3.141 -5.344
C 2.922 4.140 -3.163
C 4.471 2.416 -4.326
O 4.950 2.099 -5.647
C 5.731 2.708 -3.466
C 5.828 2.352 -1.972
C 5.159 3.315 -1.030
C 5.607 4.627 -0.911
C 4.947 5.544 -0.112
C 3.813 5.142 0.576
Cl 2.953 6.282 1.566
C 3.359 3.838 0.500
C 4.047 2.932 -0.291
C 3.834 1.031 -4.041
N 3.126 0.709 -2.794
C 1.887 0.970 -2.400
N 1.608 0.270 -1.303
C 2.750 -0.444 -1.084
N 3.677 -0.210 -1.965
H 3.424 5.606 -5.247
H 4.339 4.519 -6.269
H 5.027 5.118 -4.747
H 1.677 4.010 -5.636
H 1.592 2.479 -4.801
H 2.590 2.632 -6.251
H 2.069 4.790 -3.366
H 3.664 4.731 -2.631
H 2.587 3.363 -2.480
H 5.559 2.790 -5.926
H 5.991 3.762 -3.586
H 6.525 2.145 -3.963
H 6.895 2.310 -1.739
H 5.457 1.346 -1.789
H 6.486 4.947 -1.459
H 5.298 6.562 -0.023
H 2.481 3.541 1.052
H 3.699 1.909 -0.345
H 4.633 0.292 -4.078
H 3.150 0.810 -4.858
H 1.225 1.653 -2.899
H 2.859 -1.147 -0.277
C -1.303 2.068 -4.061
Si -1.602 2.484 -2.254
C -3.444 2.583 -1.999
C -0.719 4.040 -1.712
O -0.975 1.254 -1.284
H -1.538 2.951 -4.658
H -1.991 1.286 -4.384
H -0.298 1.757 -4.343
H -3.900 3.140 -2.818
H -3.698 3.096 -1.073
H -3.902 1.593 -1.976
H -0.814 4.845 -2.439
H 0.349 3.871 -1.549
H -1.142 4.389 -0.769
*
```

Calculated values
Calculated total energy = -4109.248593 hartree
Kohn-Sham gap = 7.4 eV

These are the Mulliken partial charges, in e, on atoms 1 to 99: 0.433, -1.381, 1.280, 1.121, -0.856, -0.025, -0.435, -0.059, -1.384, 0.710, -0.104, -0.700, -0.550, -0.638, -0.254, -0.302, -0.845, -1.117, -0.565, -0.563, 0.852, -0.469, 0.015, 0.574, 0.279, 0.531, 0.473, 0.416, 0.436, 0.457, 0.399, 0.404, 0.525, 0.448, 0.484, 0.534, -0.536, 0.869, -0.835, -0.195, -1.005, -0.287, -0.051, 0.475, 0.427, 0.450, 0.364, -2.031, 2.709, -2.336, -0.990, 1.830, -0.692, -1.366, -1.452, -0.300, -0.313, -0.664, -0.106, -0.241, -0.312, 0.734, -2.630, 1.557, -0.010, -0.459, -1.104, -1.030, 0.470, 0.578, 0.347, 0.545, 0.275, 0.378, 0.720, 0.259, -0.624, 0.546, 0.208, 0.539, 0.608, 0.599, 0.484, 0.461, 0.621, 0.004, 0.362, 0.551, -0.122, 0.654, -1.530, 0.658, -1.288, -0.732, 1.274, 0.440, 0.564, 0.654, 0.529

***

Entry 2:
This record from the OMol25 dataset describes a cluster of 2 separate species, C40H50BrClF6NO8 in total in a non-equilibrium geometry. The level of theory is ωB97M-V/def2-TZVPD.

Geometry as ORCA input:
```
! RIJCOSX wB97M-V def2-TZVPD def2/J DEFGRID3
* xyz 1 1
C -7.260 -0.043 0.640
C -7.571 -1.383 1.268
O -6.413 -2.021 1.796
C -6.161 -3.240 1.143
C -5.074 -4.082 1.843
O -4.665 -3.531 3.074
C -3.360 -3.898 3.436
C -2.788 -2.912 4.419
O -1.861 -2.053 3.745
C -1.123 -1.273 4.632
C -1.011 0.147 4.088
C -0.994 0.201 2.552
C -2.210 0.807 1.875
F -1.992 0.681 0.542
F -2.365 2.117 2.158
C -3.556 0.094 2.137
F -3.842 0.061 3.453
F -4.512 0.828 1.521
F -3.542 -1.137 1.609
C 0.380 0.852 2.069
C 0.968 0.184 0.816
C 0.870 1.067 -0.440
C 0.486 0.206 -1.643
C 0.502 0.936 -2.977
C -0.582 2.016 -3.182
C -1.876 1.844 -2.416
O -2.513 0.568 -2.533
C -2.607 0.078 -3.809
C -2.080 -1.315 -3.966
O -3.112 0.709 -4.710
C 1.211 0.819 3.354
C 2.362 -0.141 3.595
C 2.045 -1.618 3.840
O 2.278 -2.126 4.925
Br 1.262 -2.736 2.467
N 0.203 0.972 4.488
Cl -0.357 2.674 4.270
C 0.742 0.948 5.895
C -0.219 0.545 7.006
C -1.479 1.351 7.167
F 0.550 0.710 8.140
H -6.952 0.678 1.382
H -6.524 -0.122 -0.152
H -8.181 0.335 0.206
H -8.047 -2.002 0.516
H -8.269 -1.226 2.084
H -5.821 -3.026 0.129
H -7.058 -3.848 1.079
H -4.231 -4.195 1.169
H -5.493 -5.068 2.030
H -3.402 -4.868 3.933
H -2.679 -3.976 2.591
H -3.583 -2.311 4.854
H -2.295 -3.443 5.228
H -1.651 -1.227 5.582
H -0.161 -1.744 4.841
H -1.859 0.736 4.402
H -0.940 -0.773 2.082
H 0.113 1.843 1.729
H 2.011 -0.069 0.943
H 0.413 -0.717 0.605
H 0.113 1.839 -0.321
H 1.806 1.583 -0.621
H 1.233 -0.584 -1.710
H -0.456 -0.287 -1.423
H 0.521 0.207 -3.775
H 1.464 1.436 -3.033
H -0.156 2.973 -2.899
H -0.780 2.092 -4.244
H -2.575 2.588 -2.792
H -1.739 2.084 -1.375
H -1.215 -1.304 -4.614
H -2.846 -1.970 -4.359
H -1.779 -1.707 -3.004
H 1.727 1.774 3.355
H 3.040 -0.064 2.755
H 2.925 0.154 4.466
H 1.613 0.310 5.968
H 1.096 1.939 6.124
H -0.452 -0.513 6.972
H -1.344 2.395 6.918
H -2.292 0.980 6.552
H -1.822 1.324 8.190
C 7.265 -1.706 -3.840
C 8.385 -1.505 -4.639
C 8.413 -0.460 -5.546
C 7.316 0.383 -5.665
C 6.183 0.170 -4.877
C 6.167 -0.872 -3.958
C 4.980 1.035 -5.018
O 3.996 0.855 -4.327
C 5.010 2.123 -6.034
C 3.879 2.908 -6.222
C 3.895 3.932 -7.153
C 5.044 4.182 -7.896
C 6.172 3.400 -7.717
C 6.158 2.364 -6.793
C 7.371 1.513 -6.636
O 8.372 1.730 -7.282
H 7.249 -2.520 -3.127
H 9.238 -2.165 -4.552
H 9.282 -0.296 -6.166
H 5.292 -1.028 -3.343
H 2.989 2.713 -5.641
H 3.012 4.539 -7.302
H 5.056 4.986 -8.620
H 7.066 3.587 -8.295
*
```

Calculated values
Calculated total energy = -5843.953129 hartree
Kohn-Sham gap = 6.5 eV

These are the Mulliken partial charges, in e, on atoms 1 to 99: -1.080, -0.404, -0.287, -0.553, -0.548, -0.284, -0.803, -0.768, 0.101, -2.269, -0.164, -0.007, 0.188, -0.261, -0.383, 0.312, -0.268, -0.235, -0.164, -0.372, -1.770, -0.766, -0.634, -0.667, -1.091, -0.638, -0.255, 0.789, -1.012, -0.552, -0.208, -1.143, 0.381, -0.475, -0.019, 0.362, 0.063, -0.586, 0.576, -1.197, -0.374, 0.189, 0.243, 0.483, 0.418, 0.285, 0.198, 0.503, 0.315, 0.388, 0.464, 0.315, 0.402, 0.486, 0.535, 0.679, 1.093, 0.840, 1.221, 0.607, 0.338, 0.273, 0.694, 0.592, 0.094, 0.326, 0.441, 0.453, 0.392, 0.402, 0.310, 0.275, 0.379, 0.248, 0.201, 0.660, 0.713, 0.299, 0.513, 0.192, 0.321, 0.249, 0.456, -0.545, -0.467, -0.585, 0.359, 0.094, -0.489, 0.422, -0.663, 0.150, -0.459, -0.622, -0.458, -0.653, 0.374, 0.481, -0.661

***

Entry 3:
This record from the OMol25 dataset describes a structure of composition C40H50N7O7PSSn in a non-equilibrium geometry. The level of theory is ωB97M-V/def2-TZVPD.

Geometry as ORCA input:
```
! RIJCOSX wB97M-V def2-TZVPD def2/J DEFGRID3
* xyz 0 1
Sn 1.328 0.315 -1.058
C -6.333 -2.355 2.585
C -6.976 -1.168 2.942
C -6.356 -0.161 3.615
C -4.957 -0.255 3.757
C -4.221 -1.459 3.472
C -4.960 -2.481 2.948
N -4.162 0.807 4.077
N -4.746 1.913 3.886
C -4.057 3.039 4.068
C -4.771 4.285 3.992
C -3.968 5.446 4.009
C -2.562 5.340 4.193
C -2.002 4.066 4.293
N -2.725 2.937 4.156
H -6.823 -3.174 2.037
H -8.075 -1.124 2.741
H -6.819 0.764 3.923
H -3.111 -1.495 3.502
H -4.446 -3.371 2.550
H -5.821 4.257 3.857
H -4.448 6.430 3.950
H -1.885 6.204 4.288
H -0.954 3.870 4.486
C 6.572 -3.270 -1.662
C 6.363 -2.117 -0.716
N 5.666 -0.938 -1.347
C 6.431 0.318 -1.171
C 6.344 0.982 0.180
C 4.419 -1.011 -1.864
S 3.543 0.350 -2.529
N 3.785 -2.179 -1.959
C 2.691 -2.519 -1.298
O 1.973 -1.804 -0.509
C 2.316 -3.926 -1.648
C 1.621 -4.649 -0.692
C 1.179 -5.937 -1.014
C 1.422 -6.505 -2.289
C 2.170 -5.793 -3.229
C 2.563 -4.491 -2.883
H 7.077 -4.075 -1.178
H 7.167 -3.023 -2.508
H 5.571 -3.642 -2.061
H 7.363 -1.776 -0.401
H 5.759 -2.391 0.173
H 6.003 1.090 -1.864
H 7.464 0.144 -1.382
H 5.277 1.062 0.374
H 6.770 1.946 0.148
H 6.776 0.379 0.991
H 1.459 -4.229 0.265
H 0.620 -6.487 -0.234
H 1.044 -7.440 -2.591
H 2.437 -6.250 -4.190
H 3.049 -3.844 -3.581
O 4.139 1.703 2.651
C 3.998 2.990 2.351
C 4.715 3.884 3.162
C 4.710 5.242 2.894
C 3.952 5.679 1.832
C 3.307 4.764 0.954
C 3.266 3.397 1.203
C 2.485 2.430 0.327
O 1.978 2.950 -0.720
O 2.374 1.154 0.623
H 4.428 1.656 3.601
H 5.219 3.409 3.997
H 5.274 5.901 3.501
H 3.676 6.749 1.718
H 2.725 5.148 0.149
C -1.858 -2.466 -4.313
C -2.240 -1.298 -3.469
O -2.463 -1.764 -2.079
P -2.122 -0.909 -0.711
O -3.368 0.011 -0.300
C -4.697 -0.508 -0.575
C -5.685 0.464 -0.010
O -2.512 -2.047 0.375
C -1.471 -2.974 0.825
C -1.660 -4.339 0.192
H -2.103 -2.443 -5.398
H -2.374 -3.362 -3.905
H -0.809 -2.654 -4.116
H -3.202 -0.810 -3.771
H -1.477 -0.467 -3.561
H -4.765 -1.424 -0.022
H -4.769 -0.733 -1.700
H -5.335 0.810 0.954
H -6.598 -0.067 0.155
H -5.713 1.361 -0.673
H -1.608 -3.002 1.959
H -0.487 -2.530 0.577
H -2.762 -4.571 0.179
H -1.059 -5.079 0.680
H -1.325 -4.358 -0.878
C -2.160 3.043 -1.625
C -1.182 3.011 -2.746
N -0.087 2.227 -2.828
C 0.419 2.497 -4.111
C -0.356 3.423 -4.757
N -1.326 3.810 -3.869
H -2.221 4.066 -1.230
H -1.744 2.351 -0.876
H -3.175 2.772 -1.957
H 1.338 2.046 -4.511
H -0.200 3.845 -5.723
H -2.139 4.403 -4.022
*
```

Calculated values
Calculated total energy = -3418.050896 hartree
Kohn-Sham gap = 6.5 eV

These are the Mulliken partial charges, in e, on atoms 1 to 99: 1.343, -0.691, -0.333, -0.469, 0.611, -0.168, -0.273, -0.452, -0.036, 0.456, -0.535, -0.308, -0.478, -0.311, -0.396, 0.401, 0.323, 0.406, 0.381, 0.268, 0.428, 0.374, 0.338, 0.472, -1.109, -0.437, 0.207, -0.986, -0.703, 0.247, -0.509, -0.065, -0.255, -0.925, 0.509, -0.320, -0.795, -0.555, -0.837, 0.090, 0.421, 0.334, 0.164, 0.395, 0.286, 0.370, 0.401, 0.022, 0.450, 0.309, 0.625, 0.347, 0.483, 0.393, 0.516, -0.374, 1.125, -0.818, -0.520, -0.669, -0.343, -0.110, 1.091, -0.769, -0.865, 0.274, 0.292, 0.445, 0.301, 0.518, -1.179, 0.131, -0.474, 0.769, -0.177, 0.106, -1.088, -0.455, 0.155, -1.041, 0.356, 0.283, 0.232, 0.313, 0.021, 0.085, 0.156, 0.085, 0.397, 0.318, 0.232, -0.160, 0.307, 0.403, 0.188, -0.946, -0.022, 0.406, -0.422